--- 1 ---
The following is a DFT calculation (ωB97M-V/def2-TZVPD) of a cluster of 2 separate species, C5H15NO in total.

gap between HOMO and LUMO: 9.966 eV
SMILES: CC[C@@H](C)CN.O
HOMO level: -9.08 eV

Structure (ORCA input):
```
! wB97M-V def2-TZVPD RIJCOSX def2/J DEFGRID3
* xyz 0 1
C -1.642 2.025 -0.352
C -0.520 1.203 0.101
C -0.781 -0.352 -0.216
C -0.163 -0.626 -1.612
C -0.069 -1.242 0.874
N 0.000 -2.684 0.758
H -1.504 3.051 -0.380
H -1.959 1.773 -1.328
H -2.396 1.831 0.397
H 0.397 1.675 -0.315
H -0.457 1.264 1.227
H -1.837 -0.603 -0.214
H 0.074 0.171 -2.252
H 0.766 -1.187 -1.312
H -0.745 -1.388 -2.124
H 0.968 -0.917 0.975
H -0.637 -1.046 1.894
H -0.690 -3.086 0.245
H -0.090 -3.133 1.727
O 2.709 1.422 0.227
H 2.001 1.223 0.825
H 3.495 1.732 0.747
*
```

=====

--- 2 ---
The following is a DFT calculation (ωB97M-V/def2-TZVPD) of a cluster of 2 separate species, C5H15NO in total.

gap between HOMO and LUMO: 10.234 eV
SMILES: CCCNCC.O
HOMO level: -9.16 eV

Structure (ORCA input):
```
! wB97M-V def2-TZVPD RIJCOSX def2/J DEFGRID3
* xyz 0 1
C 1.085 0.420 -2.438
C 0.685 -0.740 -1.518
C -0.709 -0.612 -0.810
N -0.668 -0.547 0.671
C 0.087 0.628 1.153
C 1.369 0.277 1.911
H 0.710 1.381 -2.090
H 0.749 0.281 -3.463
H 2.175 0.409 -2.441
H 0.598 -1.665 -2.094
H 1.419 -0.944 -0.761
H -1.203 -1.558 -1.019
H -1.262 0.215 -1.237
H -0.063 -1.351 0.825
H 0.249 1.327 0.337
H -0.564 1.195 1.826
H 1.308 0.388 2.993
H 1.702 -0.711 1.599
H 2.203 0.939 1.659
O -3.159 0.351 1.981
H -2.645 -0.059 1.268
H -4.063 0.375 1.650
*
```

=====

--- 3 ---
The following is a DFT calculation (ωB97M-V/def2-TZVPD) of a cluster of 2 separate species, C5H15NO in total.

gap between HOMO and LUMO: 9.788 eV
SMILES: CCNC(C)C.O
HOMO level: -8.87 eV

Structure (ORCA input):
```
! wB97M-V def2-TZVPD RIJCOSX def2/J DEFGRID3
* xyz 0 1
C -2.804 0.033 -0.767
C -1.342 0.299 -1.042
N -0.635 0.623 0.246
C 0.779 0.857 0.221
C 1.188 1.706 1.527
C 1.571 -0.452 0.300
H -3.082 0.088 0.330
H -3.312 1.014 -1.195
H -3.184 -0.881 -1.234
H -1.320 1.088 -1.767
H -0.854 -0.638 -1.335
H -1.219 1.315 0.722
H 1.105 1.469 -0.674
H 0.518 1.512 2.355
H 1.527 2.742 1.412
H 2.142 1.304 1.921
H 2.462 -0.274 0.944
H 2.178 -0.874 -0.539
H 0.987 -1.244 0.776
O 1.354 -3.461 -0.595
H 1.410 -2.492 -0.600
H 0.532 -3.732 -1.008
*
```

=====

--- 4 ---
The following is a DFT calculation (ωB97M-V/def2-TZVPD) of a cluster of 2 separate species, C5H15NO in total.

gap between HOMO and LUMO: 9.921 eV
SMILES: CCCCCN.O
HOMO level: -9.19 eV

Structure (ORCA input):
```
! wB97M-V def2-TZVPD RIJCOSX def2/J DEFGRID3
* xyz 0 1
C -2.511 1.027 -1.790
C -1.163 0.316 -1.841
C 0.012 1.165 -1.325
C -0.068 1.462 0.171
C 0.601 0.362 1.013
N 2.071 0.373 0.762
H -2.895 1.060 -0.774
H -3.271 0.504 -2.390
H -2.478 2.034 -2.191
H -1.228 -0.545 -1.150
H -0.903 -0.137 -2.794
H 0.112 2.044 -1.957
H 0.937 0.606 -1.476
H -1.114 1.522 0.493
H 0.363 2.423 0.488
H 0.206 -0.602 0.702
H 0.440 0.594 2.057
H 2.520 0.852 1.532
H 2.404 -0.586 0.760
O 0.825 -3.803 2.426
H 1.144 -4.693 2.265
H 1.360 -3.444 3.144
*
```

=====

Which of them is the most stable, and which is the least stable? 4 and 3, in that order.

=====

--- 1 ---
The following is a DFT calculation (ωB97M-V/def2-TZVPD) of a cluster of 2 separate species, C5H15NO in total.

gap between HOMO and LUMO: 8.683 eV
SMILES: CCN(C)CC.O
HOMO level: -7.94 eV

Structure (ORCA input):
```
! wB97M-V def2-TZVPD RIJCOSX def2/J DEFGRID3
* xyz 0 1
C -0.059 -1.812 0.290
C 1.350 -1.280 -0.255
N 1.153 0.114 -0.793
C -0.107 0.291 -1.521
C 1.434 1.351 0.056
C 0.531 2.598 0.047
H -0.736 -0.892 0.599
H -0.762 -2.467 -0.223
H 0.230 -2.398 1.150
H 1.537 -2.147 -0.989
H 2.066 -1.330 0.536
H -0.117 1.270 -1.883
H -0.975 0.291 -0.953
H -0.174 -0.511 -2.347
H 2.275 1.684 -0.418
H 1.641 0.962 1.096
H 0.977 3.100 -0.841
H 0.667 3.102 1.072
H -0.511 2.360 -0.185
O -3.761 -1.323 1.987
H -3.624 -2.230 1.786
H -3.036 -0.733 1.787
*
```

=====

--- 2 ---
The following is a DFT calculation (ωB97M-V/def2-TZVPD) of a cluster of 2 separate species, C5H15NO in total.

gap between HOMO and LUMO: 9.010 eV
SMILES: CCCN(C)C.O
HOMO level: -8.22 eV

Structure (ORCA input):
```
! wB97M-V def2-TZVPD RIJCOSX def2/J DEFGRID3
* xyz 0 1
C 1.871 -1.582 1.181
C 1.154 -0.247 0.964
C 0.681 0.014 -0.461
N -0.595 -0.595 -0.826
C -1.612 -0.709 0.186
C -1.112 -0.009 -2.019
H 1.273 -2.441 0.870
H 2.809 -1.581 0.625
H 2.071 -1.667 2.249
H 1.754 0.582 1.345
H 0.281 -0.228 1.630
H 1.437 -0.370 -1.147
H 0.653 1.107 -0.596
H -2.473 -1.200 -0.287
H -1.940 0.251 0.627
H -1.298 -1.351 1.007
H -0.304 0.038 -2.760
H -1.820 -0.642 -2.568
H -1.543 0.987 -1.866
O -0.067 3.205 0.526
H -0.438 3.482 1.381
H -0.781 2.956 -0.064
*
```

=====

--- 3 ---
The following is a DFT calculation (ωB97M-V/def2-TZVPD) of a cluster of 2 separate species, C5H15NO in total.

gap between HOMO and LUMO: 8.870 eV
SMILES: CCN(C)CC.O
HOMO level: -8.25 eV

Structure (ORCA input):
```
! wB97M-V def2-TZVPD RIJCOSX def2/J DEFGRID3
* xyz 0 1
C -2.300 0.551 -0.305
C -1.254 1.062 0.751
N -0.032 0.273 1.193
C -0.360 -1.114 1.166
C 1.137 0.511 0.281
C 2.386 -0.405 0.421
H -3.406 0.599 -0.008
H -2.092 1.053 -1.299
H -2.081 -0.582 -0.507
H -2.018 1.219 1.658
H -0.975 2.094 0.526
H -0.540 -1.448 0.184
H -1.438 -1.448 1.638
H 0.243 -1.677 1.919
H 1.683 1.557 0.533
H 0.839 0.712 -0.743
H 2.223 -1.144 1.150
H 3.059 0.482 0.503
H 2.638 -0.931 -0.558
O 0.574 -0.503 -2.524
H 1.539 -0.376 -2.590
H 0.176 -0.486 -3.387
*
```

=====

--- 4 ---
The following is a DFT calculation (ωB97M-V/def2-TZVPD) of a structure of composition C5H15NO.

gap between HOMO and LUMO: 9.266 eV
HOMO level: -8.52 eV

Structure (ORCA input):
```
! wB97M-V def2-TZVPD RIJCOSX def2/J DEFGRID3
* xyz 0 1
C 2.389 0.785 -0.121
C 2.159 -0.300 -1.192
N 0.726 -0.469 -1.579
H 3.477 0.965 -0.050
H 1.943 1.748 -0.475
H 1.954 0.487 0.849
H 2.778 -0.154 -2.076
H 2.472 -1.263 -0.762
H 0.131 -0.797 -0.432
H 0.612 -1.337 -2.030
H 0.377 0.244 -2.249
C -0.916 -0.515 1.486
O -0.399 -1.293 0.470
C -2.201 0.279 1.130
C -1.941 1.330 0.056
H -0.181 0.269 1.833
H -1.133 -1.095 2.399
H -2.602 0.782 2.041
H -2.973 -0.416 0.736
H -2.850 1.894 -0.114
H -1.674 0.846 -0.882
H -1.158 1.978 0.349
*
```

=====

Which of them is the most stable, and which is the least stable? 2 and 3, in that order.